{"formula": "C12H32ClO16", "method": "wB97M-V/def2-TZVPD", "e_homo_ev": -7.786, "total_charge": -1, "elements": ["C", "H", "H", "Cl", "O", "H", "H", "O", "O", "H", "H", "H", "C", "H", "O", "H", "H", "H", "H", "H", "O", "H", "H", "C", "H", "H", "H", "O", "H", "H", "H", "C", "H", "H", "C", "H", "C", "H", "H", "H", "O", "H", "O", "C", "H", "O", "O", "H", "C", "O", "O", "O", "H", "H", "C", "C", "O", "C", "C", "O", "O"], "coordinates": [[-2.57896, 2.71040, 3.41858], [-3.60542, 2.40612, 3.21113], [3.09650, -1.04911, -0.13799], [0.44337, 0.51482, -2.14613], [-2.17320, 2.20780, 4.69190], [-3.14995, -0.75264, -2.63630], [1.94761, 3.16453, 1.63278], [2.26345, 3.70707, -0.35467], [3.77136, 0.63287, 2.72495], [-3.67478, -0.42468, -4.29530], [2.78036, -4.63801, -2.36889], [-2.49245, 3.79426, 3.36270], [1.55119, 3.84397, 0.86198], [-1.56220, -1.12317, -0.20116], [-1.32301, -2.99154, -4.31762], [-0.75984, -0.01784, -4.51740], [-1.99607, -2.89594, 1.99506], [-2.21342, -2.76509, -3.99272], [-0.98223, 0.63763, -5.87468], [4.01107, -3.39351, -1.85640], [-1.42486, 0.78050, 3.18364], [0.49158, 3.60114, 0.75306], [1.70820, 4.84122, 1.26999], [-1.38931, -2.35478, 1.26303], [-0.86606, -2.14352, -4.37488], [4.04966, -1.58435, 1.25657], [-0.67351, -3.09949, 0.88976], [-0.53702, -0.55000, -2.05956], [-1.30688, 1.13913, 0.58042], [2.92190, -3.09352, -3.16971], [1.71262, -1.39099, 2.20529], [1.71844, -0.29836, 2.23447], [-2.09609, 2.73571, 0.53870], [1.76198, -2.21319, -1.50760], [-1.66775, 0.95900, 4.49315], [-4.83672, -0.59174, -2.91639], [2.99686, 0.70687, 3.81728], [1.89195, 2.92082, -0.77909], [4.56225, -0.22392, 0.22362], [-0.83377, -1.62149, 1.86648], [1.79754, 0.11519, 3.59688], [2.74099, 1.17278, 1.03275], [0.75152, 1.04918, -0.82885], [2.97485, 0.25833, 1.57991], [-4.52135, -2.79425, -2.93085], [-1.50104, 0.15123, 5.34639], [-2.16543, -1.69371, 0.29415], [-0.58409, 2.56478, 2.54879], [-3.91937, -0.96638, -3.38988], [3.33814, 1.22269, 4.84176], [-1.10204, -0.19461, -5.40648], [2.10649, -3.06542, -1.21542], [0.83466, 0.08757, 1.72875], [-2.97530, 1.28251, 1.08245], [-1.54344, 2.04910, 2.51132], [3.70830, -0.71346, 0.69732], [1.65773, -0.04628, -2.71611], [2.98667, -3.58433, -2.19353], [-2.01486, 1.79624, 1.08527], [-4.05194, -2.35717, -3.64097], [-0.05487, 1.57903, -2.99168]], "lowdin_charge": [-0.0950, 0.1362, 0.0659, 0.6696, 0.0555, 0.0679, 0.0667, -0.1136, 0.0866, 0.0757, 0.0725, 0.1349, -0.1649, 0.0289, -0.0743, -0.0061, 0.0778, -0.0061, 0.0435, 0.0710, 0.0666, 0.0636, 0.0795, -0.1662, -0.0077, 0.0967, 0.0809, -0.3525, 0.0538, 0.0805, 0.1387, -0.0927, 0.0923, 0.0378, -0.5642, 0.0776, -0.5688, 0.0406, 0.0915, 0.0558, 0.0689, 0.1240, -0.3692, -0.3070, 0.0851, 0.1696, -0.1200, 0.1422, -0.1410, 0.1405, -0.0592, -0.1371, 0.1079, 0.0918, -0.3013, -0.0091, -0.3445, -0.1617, -0.0101, -0.1270, -0.3391]}